A cluster of 2 separate species, C7H9N in total, computed with ωB97M-V/def2-TZVPD.

Results
* energy relative to the best compared isomer or geometry (same formula, charge and spin): 73.95 kcal per mole
* orbital gap: 10.31 eV

XYZ file:
```
17
Properties=species:S:1:pos:R:3:forces:R:3:nbo_charge:R:1
C 1.358433 -1.305134 2.384041 -1.681 -0.102 2.056 -0.145
C 2.098844 -0.954193 1.308240 1.823 -1.726 0.769 -0.280
C 1.484998 -0.753698 0.065270 -2.740 0.237 3.974 0.050
N 0.168118 -0.640544 -0.097778 -0.950 0.420 3.102 -0.408
C -0.543367 -0.652673 1.142713 0.755 0.440 -2.942 0.026
C -0.002875 -0.965289 2.352713 2.885 -0.422 -3.534 -0.274
H 1.752799 -1.840851 3.284731 -0.035 0.946 -0.886 0.217
H 3.158282 -1.152540 1.583172 -0.377 0.548 -1.586 0.225
H 2.057201 -0.494476 -0.687285 2.684 0.650 -4.172 0.184
H -1.600701 -0.379452 1.140237 0.237 -0.288 -0.612 0.196
H -0.685789 -1.195322 3.024293 -2.637 -0.679 3.797 0.210
C -1.581911 1.039645 -2.857882 -1.364 6.993 -2.576 -0.392
C -1.547191 2.266626 -2.238473 -0.202 -1.056 -1.612 -0.394
H -1.224788 0.276738 -2.339407 1.046 -3.963 1.677 0.204
H -1.853185 1.155592 -3.986291 0.649 -1.137 2.241 0.201
H -1.304623 2.449328 -1.178471 -0.034 -0.289 -0.684 0.195
H -1.734247 3.146243 -2.899824 -0.061 -0.572 0.989 0.184
```
Positions in Å, forces in eV/Å.